DFT (ωB97M-V with the def2-TZVPD basis set) results for the molecule C2H2INO3 in a non-equilibrium geometry.

## Properties
SMILES: O=C(I)C[N+](=O)[O-]
highest occupied orbital energy: -9.676 eV
electronic energy: -17835.894 eV
charge: 0
max |F|: 3.04 eV/Å

Structure (XYZ):
```
9
Properties=species:S:1:pos:R:3:mulliken_charge:R:1
I -0.8615 -2.3507 -0.6380 -0.031
O -0.8192 0.7436 2.0474 -0.538
O 1.5160 -0.8697 -1.6480 -0.363
O -1.8287 0.3645 0.1550 -0.430
N -0.8340 0.4899 0.8757 0.778
C 0.4676 0.4727 0.0033 -0.160
C 0.6363 -0.6834 -0.9184 0.155
H 0.3535 1.4331 -0.4848 0.283
H 1.3699 0.4001 0.6078 0.305
```


DFT (ωB97M-V with the def2-TZVPD basis set) results for a structure of composition C2H2INO3 in a non-equilibrium geometry.

## Properties
highest occupied orbital energy (alpha / beta): -10.166 / -9.981 eV
electronic energy: -17833.765 eV
charge: 0
max |F|: 4.97 eV/Å

Structure (XYZ):
```
9
Properties=species:S:1:pos:R:3:mulliken_charge:R:1
I 1.1488 -1.5328 -1.3738 0.095
O 2.1496 1.6372 -0.1862 -0.406
O -0.9741 1.5910 -0.0035 -0.346
O -0.8363 -0.6403 0.0569 -0.153
N -2.1565 -0.7724 -0.0038 -0.419
C -0.2418 0.6575 0.0116 0.568
C 1.5214 0.7285 0.3057 -0.139
H 1.9323 0.0232 0.9336 0.531
H -2.5433 -1.6921 0.2595 0.270
```


DFT (ωB97M-V with the def2-TZVPD basis set) results for a structure of composition C2H2INS2 in a non-equilibrium geometry.

## Properties
highest occupied orbital energy (alpha / beta): -8.666 / -8.665 eV
electronic energy: -33365.016 eV
charge: 0
max |F|: 4.54 eV/Å

Structure (XYZ):
```
8
Properties=species:S:1:pos:R:3:mulliken_charge:R:1
I -0.4514 -0.1523 -2.6077 0.090
S -0.8025 1.1431 2.0718 -0.061
S 0.9330 0.2205 1.6808 -0.055
N -1.1534 1.2824 -0.2349 -0.539
C -0.4085 0.4283 -0.6042 0.492
C 0.4182 -0.5683 0.1537 -0.650
H 1.4621 -0.7664 -0.4520 0.317
H 0.0025 -1.5872 -0.0075 0.408
```


DFT (ωB97M-V with the def2-TZVPD basis set) results for a cluster of 2 separate species, C2H2IO2 in total in a non-equilibrium geometry.

## Properties
highest occupied orbital energy: -2.037 eV
electronic energy: -14301.818 eV
charge: -1
max |F|: 1.92 eV/Å

Structure (XYZ):
```
7
Properties=species:S:1:pos:R:3:mulliken_charge:R:1
I 2.7449 1.6644 0.4299 -0.446
O -1.1541 -2.0596 -0.5550 -0.360
O -1.8056 -0.7512 1.2805 -0.324
C -1.4544 -1.3390 0.3310 0.569
C 0.7546 0.7075 -0.2014 -0.802
H 1.0309 0.4021 -1.2009 0.186
H -0.1164 1.3757 -0.0842 0.176
```


DFT (ωB97M-V with the def2-TZVPD basis set) results for a cluster of 2 separate species, C2H2IO2 in total in a non-equilibrium geometry.

## Properties
highest occupied orbital energy: -2.717 eV
electronic energy: -14302.201 eV
charge: -1
max |F|: 1.40 eV/Å

Structure (XYZ):
```
7
Properties=species:S:1:pos:R:3:mulliken_charge:R:1
I -1.0531 -2.2739 0.5366 -0.363
O 1.4579 0.3724 1.5951 -0.358
O 1.3342 1.9496 -0.0807 -0.349
C -0.7771 -0.3092 -0.5887 -0.783
C 1.2461 1.1075 0.7232 0.594
H -1.8521 -0.1102 -0.6986 0.123
H -0.3559 -0.7362 -1.4868 0.135
```


DFT (ωB97M-V with the def2-TZVPD basis set) results for a cluster of 2 separate species, C2H2IOS in total in a non-equilibrium geometry.

## Properties
highest occupied orbital energy: -2.631 eV
electronic energy: -23089.311 eV
charge: -1
max |F|: 2.11 eV/Å

Structure (XYZ):
```
7
Properties=species:S:1:pos:R:3:mulliken_charge:R:1
I -2.9025 0.5295 -0.1126 -0.334
S 1.9897 -1.0974 0.8659 -0.362
O 1.1042 -0.9479 -1.7054 -0.342
C -0.7113 0.4995 0.2538 -1.109
C 1.2680 -0.8664 -0.5508 0.424
H -0.6117 0.5546 1.3015 0.333
H -0.1365 1.3281 -0.0523 0.390
```


DFT (ωB97M-V with the def2-TZVPD basis set) results for a structure of composition C2H2N2 in a non-equilibrium geometry.

## Properties
highest occupied orbital energy: -9.874 eV
electronic energy: -5081.975 eV
charge: 0
max |F|: 1.93 eV/Å

Structure (XYZ):
```
6
Properties=species:S:1:pos:R:3:mulliken_charge:R:1
N -1.0475 -0.7950 0.0912 -0.275
N -1.0302 0.7719 -0.0217 -0.253
C 0.2228 0.7322 0.1030 -0.110
C 0.2291 -0.7474 0.0207 -0.054
H 0.8200 1.6406 0.0655 0.346
H 0.8058 -1.6022 -0.2587 0.345
```


DFT (ωB97M-V with the def2-TZVPD basis set) results for the molecule C2H2N2 in a non-equilibrium geometry.

## Properties
SMILES: C=NC#N
highest occupied orbital energy: -10.004 eV
electronic energy: -5084.372 eV
charge: 0
max |F|: 5.01 eV/Å

Structure (XYZ):
```
6
Properties=species:S:1:pos:R:3:mulliken_charge:R:1
N 0.2044 0.2944 -0.2540 -0.366
N -1.5702 0.5055 -1.9406 -0.428
C 0.6161 -0.2792 0.7811 -0.174
C -0.7956 0.3746 -1.0482 0.440
H 1.4688 0.1635 1.0817 0.289
H 0.0764 -1.0588 1.3800 0.238
```


DFT (ωB97M-V with the def2-TZVPD basis set) results for the molecule C2H2N2O in a non-equilibrium geometry.

## Properties
SMILES: N#C/C=N\O
highest occupied orbital energy: -10.380 eV
electronic energy: -7130.158 eV
charge: 0
max |F|: 6.93 eV/Å

Structure (XYZ):
```
7
Properties=species:S:1:pos:R:3:mulliken_charge:R:1
O 0.7650 -1.0570 0.0760 -0.393
N 0.9953 0.3057 -0.2011 -0.212
N -2.2485 -0.5644 -0.0210 -0.414
C -1.2425 0.0830 -0.1334 0.528
C -0.0803 0.8809 0.0975 -0.187
H 0.1268 1.9814 0.2631 0.310
H 1.6841 -1.6297 -0.0812 0.368
```


DFT (ωB97M-V with the def2-TZVPD basis set) results for a structure of composition C2H2N2O in a non-equilibrium geometry.

## Properties
highest occupied orbital energy: -11.232 eV
electronic energy: -7132.026 eV
charge: 0
max |F|: 11.83 eV/Å

Structure (XYZ):
```
7
Properties=species:S:1:pos:R:3:mulliken_charge:R:1
O 0.3230 0.6641 1.6563 -0.538
N -1.0811 1.7138 -1.3149 -0.313
N 0.6015 -0.8038 -0.0151 -0.523
C 0.1881 0.2751 0.4950 0.489
C -0.4313 1.1150 -0.5892 0.176
H 0.3992 -1.8672 0.6621 0.376
H 0.0007 -1.0969 -0.8942 0.333
```


DFT (ωB97M-V with the def2-TZVPD basis set) results for a cluster of 2 separate species, C2H2N2O in total in a non-equilibrium geometry.

## Properties
SMILES: C=C=O.N#N
highest occupied orbital energy: -9.323 eV
electronic energy: -7133.189 eV
charge: 0
max |F|: 5.28 eV/Å

Structure (XYZ):
```
7
Properties=species:S:1:pos:R:3:mulliken_charge:R:1
O -0.1408 0.8550 2.0409 -0.387
N 1.5329 -0.0283 -0.9904 0.193
N 2.5075 -0.5836 -0.9829 -0.241
C -0.9101 -0.1065 -0.0727 -0.807
C -0.6217 0.4926 1.0335 0.745
H -0.7793 0.3850 -1.1257 0.263
H -1.5885 -1.0141 0.0973 0.234
```


DFT (ωB97M-V with the def2-TZVPD basis set) results for the molecule C2H2N2O in a non-equilibrium geometry.

## Properties
SMILES: O/N=c1/cn1
highest occupied orbital energy: -8.824 eV
electronic energy: -7127.955 eV
charge: 0
max |F|: 4.80 eV/Å

Structure (XYZ):
```
7
Properties=species:S:1:pos:R:3:mulliken_charge:R:1
O 1.8695 0.6227 -0.0636 -0.344
N 0.9958 -0.4294 -0.1399 -0.299
N -1.3320 0.9563 -0.1271 -0.375
C -0.2310 -0.5061 -0.1211 0.665
C -1.6201 -0.2438 0.0057 -0.374
H 2.7183 0.4198 0.2761 0.366
H -2.4006 -0.8193 0.1699 0.361
```


The highest electronic energy belongs to which entry?
number 7